C2HClFN | the ωB97M-V functional and the def2-TZVPD basis

Calculated values
ΔE to the lowest compared entry with this formula, charge and spin (kcal/mol): 7.6
Strongest force on any atom (eV/Å): 4.5
Calculated total energy (hartree): -691.581066
HOMO level (eV): -12.078

The geometry in ORCA input format:
```
! RIJCOSX wB97M-V def2-TZVPD def2/J DEFGRID3
* xyz 0 1
C 0.633 -0.523 -0.182
F 1.082 -0.980 0.992
Cl -0.061 -1.905 -1.221
H -0.157 0.080 0.078
C 1.468 0.318 -0.931
N 2.098 1.094 -1.529
*
```

=====

C3H2ClN | the ωB97M-V functional and the def2-TZVPD basis

Calculated values
ΔE to the lowest compared entry with this formula, charge and spin (kcal/mol): 61.6
Strongest force on any atom (eV/Å): 4.5
Calculated total energy (hartree): -630.330767
HOMO level (eV): -10.938

The geometry in ORCA input format:
```
! RIJCOSX wB97M-V def2-TZVPD def2/J DEFGRID3
* xyz 0 1
N 4.602 -1.779 -0.214
H 0.361 1.407 -1.162
Cl 3.441 0.704 0.080
C 4.203 -0.685 -0.114
H 0.452 -0.708 1.178
C 0.314 -0.019 0.499
C 0.119 0.804 -0.333
*
```

=====

C4H6F2S | the ωB97M-V functional and the def2-TZVPD basis

Calculated values
ΔE to the lowest compared entry with this formula, charge and spin (kcal/mol): 27.9
Strongest force on any atom (eV/Å): 4.9
Calculated total energy (hartree): -753.865931
HOMO level (eV): -9.618

The geometry in ORCA input format:
```
! RIJCOSX wB97M-V def2-TZVPD def2/J DEFGRID3
* xyz 0 1
C -0.820 -0.130 -0.510
S 2.739 1.388 -0.166
H -0.372 -0.217 -1.553
C 1.725 -0.144 -0.151
H -2.888 -0.827 -0.640
H -2.330 -0.358 1.092
H 0.022 -0.120 1.452
H -2.549 0.843 -0.411
C 0.107 -0.060 0.390
F 1.589 -0.769 -1.347
F 2.291 -1.001 0.710
C -2.272 -0.147 -0.039
H 2.759 1.542 1.173
*
```

=====

C19H21BrCl3FGeIN5O4SeSn | the ωB97M-V functional and the def2-TZVPD basis

Calculated values
<S²>: 0.76
ΔE to the lowest compared entry with this formula, charge and spin (kcal/mol): 11.0
Strongest force on any atom (eV/Å): 3.8
Calculated total energy (hartree): -10356.414365
HOMO level (alpha / beta) (eV): -3.082 / -5.379

The geometry in ORCA input format:
```
! RIJCOSX wB97M-V def2-TZVPD def2/J DEFGRID3
* xyz -1 2
C -0.671 -2.202 1.947
H 1.838 0.796 2.348
C 5.023 -1.285 -3.078
H 0.405 0.740 4.103
N -2.426 1.898 -3.122
H -1.661 2.559 2.723
Se 1.775 0.527 -1.279
C 4.578 0.160 -0.772
C -2.194 3.158 -2.696
H -1.612 3.134 -1.767
Cl 4.135 1.017 3.411
H -4.214 2.540 -5.765
C 5.816 -0.317 -1.173
H -1.843 1.512 4.060
C -1.870 -2.670 1.390
Sn 0.588 -1.242 0.468
Ge 4.929 -0.958 2.525
Cl 2.677 -1.908 1.994
H 5.285 -1.850 -3.941
H -2.007 -0.121 -2.994
H 6.720 -0.006 -0.663
H -0.587 0.982 -3.022
H 4.483 0.909 0.005
N -3.553 2.714 -4.998
C -3.205 1.599 -4.274
C -3.586 4.045 -4.517
C 0.124 1.398 3.270
C -1.468 0.711 -1.085
H 0.832 1.548 1.279
C -0.763 -4.029 3.570
F -2.233 5.430 -3.115
H -1.758 0.928 1.125
C -0.152 -2.886 3.048
C -2.647 -3.600 2.075
H -0.303 -4.591 4.363
C 3.467 -0.219 -1.520
O -4.342 4.868 -5.003
Br -3.015 -5.780 3.879
Cl 5.200 -2.291 4.255
H 2.860 -1.331 -3.223
I 0.323 -3.280 -1.463
H -2.252 -2.222 0.468
O -3.532 0.459 -4.613
C -2.101 -4.306 3.170
O -1.602 1.676 -0.327
C 3.695 -1.027 -2.637
N -1.989 0.617 2.082
H 0.591 2.331 3.635
N 0.806 0.918 2.067
H -1.730 -0.359 2.282
N 6.001 -1.029 -2.270
C -1.380 1.560 3.089
H -3.661 -3.836 1.647
H -3.024 0.686 2.311
O -1.312 -0.553 -0.730
H 0.819 -2.558 3.488
C -1.613 0.818 -2.633
C -2.661 4.220 -3.394
*
```

=====

C25H28CaCl5O2 | the ωB97M-V functional and the def2-TZVPD basis

Calculated values
ΔE to the lowest compared entry with this formula, charge and spin (kcal/mol): 81.7
Strongest force on any atom (eV/Å): 3.5
Calculated total energy (hartree): -4098.355511
HOMO level (eV): -3.256

The geometry in ORCA input format:
```
! RIJCOSX wB97M-V def2-TZVPD def2/J DEFGRID3
* xyz -1 1
H 4.352 -1.663 -4.825
O 2.246 -0.951 -4.905
Cl -1.147 -4.064 4.661
C -1.783 -1.233 -1.731
C 3.366 -1.914 -5.257
C -1.683 -1.667 3.499
Cl -2.583 -1.274 4.902
H -2.061 2.077 -1.862
C 1.056 -1.162 -7.094
H 3.122 -2.440 -7.438
Cl 1.044 -2.466 -0.126
C 2.301 -0.703 -6.368
H -2.668 0.122 -0.197
H 0.805 -2.174 -6.766
C 1.913 2.107 -0.804
H 4.657 -0.474 -1.917
O 4.657 -3.211 -2.858
H 4.372 -1.137 -7.044
C -1.287 -0.973 -3.042
C -2.133 -0.009 -1.135
H 2.664 2.389 -1.549
Cl 0.707 -4.668 2.205
C 3.446 -1.653 -6.741
C -0.662 -1.017 1.434
Ca 0.782 -0.027 -2.287
H -2.047 -2.211 -1.326
H 6.017 -1.766 -0.234
C 5.172 -2.285 -0.681
H 0.162 3.414 -1.352
H 5.639 -4.311 -1.379
H 1.811 1.388 -6.490
C 5.625 -3.275 -1.787
C -1.806 1.030 -2.026
H 4.596 -2.833 0.088
H -1.052 1.001 -4.149
H 0.920 1.061 2.247
H 3.476 1.079 -6.024
C 2.665 0.733 -6.664
C -1.006 -2.912 3.400
H 3.095 -2.949 -4.975
H -1.006 -1.717 -3.793
H 2.682 -2.775 -1.886
C -1.306 0.458 -3.231
C 1.024 1.470 1.233
Cl -2.406 0.763 2.492
C 0.614 2.701 -0.657
C 3.573 -2.296 -2.365
H 0.213 -0.489 -6.910
C 0.008 -2.177 1.291
H -0.886 2.607 1.004
C 4.182 -1.315 -1.374
H 3.547 -0.823 -0.618
H 6.597 -3.010 -2.274
H 2.991 0.858 -7.700
C -0.159 -3.188 2.299
C 0.077 2.291 0.582
H 3.097 0.858 0.654
C -1.520 -0.713 2.446
C 2.150 1.344 0.393
H 1.268 -1.232 -8.171
H 3.161 -1.725 -3.205
*
```

=====

C8H22NSi | the ωB97M-V functional and the def2-TZVPD basis

Calculated values
ΔE to the lowest compared entry with this formula, charge and spin (kcal/mol): 70.0
Strongest force on any atom (eV/Å): 4.9
Calculated total energy (hartree): -661.849897
HOMO level (eV): -12.458

The geometry in ORCA input format:
```
! RIJCOSX wB97M-V def2-TZVPD def2/J DEFGRID3
* xyz 1 1
C -2.020 -2.152 -2.373
H -2.444 -1.540 0.723
H 3.692 0.000 -0.026
H -2.986 -2.195 -2.914
C -1.872 -0.780 -2.003
H -1.372 -2.557 -2.996
H 4.905 1.962 1.025
C 3.124 0.926 0.476
C 1.741 0.586 1.067
H -3.699 -0.500 -1.207
H 4.502 0.999 2.405
H 3.452 2.361 1.952
C -3.018 0.057 -1.754
C 0.816 0.081 -0.093
C -1.189 1.249 0.922
H -3.563 0.354 -2.573
H -2.176 1.042 1.210
H -0.597 1.478 1.818
H 1.519 1.409 1.761
H 1.126 -0.861 -0.395
H 1.748 -0.277 1.631
Si -1.018 -1.417 1.388
N -0.551 -0.042 0.423
H -0.815 -0.431 -2.108
H 0.817 0.792 -0.911
H -2.596 0.899 -1.295
H 2.912 1.696 -0.224
H -0.210 -2.633 1.164
H -2.059 -2.912 -1.585
H -1.216 1.953 0.054
C 4.031 1.540 1.519
H -0.984 -1.087 2.919
*
```